## one
11
Properties=species:S:1:pos:R:3 method="wB97M-V/def2-TZVPD" smiles="C=NN.OO" gap_ev=9.6
C 0.379 0.781 0.238
N 1.132 0.269 -0.674
N 2.100 -0.571 -0.287
H -0.504 1.293 -0.093
H 0.294 0.351 1.227
H 2.467 -0.423 0.634
H 2.823 -0.599 -0.984
O -1.549 -0.740 0.088
O -2.400 0.119 -0.635
H -1.488 -0.187 0.889
H -3.254 -0.291 -0.403

***

## two
11
Properties=species:S:1:pos:R:3 method="wB97M-V/def2-TZVPD" gap_ev=10.2
C 0.925 -0.478 -0.794
N -1.243 0.490 0.226
N 0.288 0.659 -0.132
O -1.523 -0.855 0.546
O -1.110 1.152 1.438
H -0.996 -1.303 1.231
H 0.077 1.135 1.134
H 0.302 1.477 -0.740
H 1.927 -0.182 -1.111
H 0.376 -0.775 -1.691
H 0.978 -1.321 -0.108

***

Which of them is most stable? Easy: one.

***

## one
10
Properties=species:S:1:pos:R:3 method="wB97M-V/def2-TZVPD" gap_ev=9.1
C 0.204 -0.028 1.620
C -0.403 0.040 -0.747
C 0.064 -0.042 -2.023
H -0.996 -0.471 1.554
H 0.821 -1.133 1.928
H 0.386 0.982 2.478
H -1.345 -0.380 -0.268
H -0.713 -0.445 -2.566
F 1.192 0.588 -2.290
S 0.789 0.889 0.313

***

## two
10
Properties=species:S:1:pos:R:3 method="wB97M-V/def2-TZVPD" smiles="FCCC=S" gap_ev=8.4
F -0.769 0.603 1.278
C 0.534 0.881 1.274
C 1.053 0.826 -0.159
C 0.590 -0.314 -1.081
S -0.742 -1.130 -0.800
H 0.658 1.881 1.864
H 1.071 0.182 1.952
H 2.229 0.939 -0.179
H 0.567 1.609 -0.631
H 1.209 -0.318 -1.921

***

Which of them is most stable? Easy: two.

***

## one
6
Properties=species:S:1:pos:R:3 method="wB97M-V/def2-TZVPD" smiles="NC=O" gap_ev=10.8
N -0.961 -0.175 -0.110
C 0.131 0.421 0.063
O 1.142 -0.223 -0.023
H -0.971 -1.150 0.412
H -2.071 0.178 0.078
H -0.150 1.456 0.086

***

## two
6
Properties=species:S:1:pos:R:3 method="wB97M-V/def2-TZVPD" smiles="NC=O" gap_ev=11.1
N -0.392 -0.561 0.024
C 0.394 0.542 -0.112
O 1.592 0.538 -0.228
H -1.346 -0.465 0.320
H -0.018 -1.498 0.178
H -0.231 1.444 -0.182

***

## three
6
Properties=species:S:1:pos:R:3 method="wB97M-V/def2-TZVPD" gap_ev=11.8
C 0.720 -0.418 -0.178
N 1.568 -0.300 0.839
O -0.150 -0.403 -1.098
H 2.146 -1.111 0.829
H -2.492 1.222 -0.361
H -1.792 1.010 -0.030

***

Which of them is most stable? Easy: two.

***

## one
64
Properties=species:S:1:pos:R:3 method="wB97M-V/def2-TZVPD" smiles="C=CCC1(CC=C)CCCN1C(=O)[C@@H]1CCC(=O)N(CCc2ccc(OC)cc2)C1" gap_ev=8.9
C -6.129 -2.227 0.726
C -4.898 -1.773 0.881
C -4.550 -0.484 1.549
C -3.878 0.521 0.588
C -3.423 1.757 1.399
C -2.738 2.786 0.559
C -1.426 2.919 0.496
C -4.828 0.893 -0.562
C -3.940 0.968 -1.798
C -2.892 -0.106 -1.529
N -2.724 -0.088 -0.089
C -1.696 -0.616 0.602
O -1.627 -0.578 1.818
C -0.565 -1.238 -0.222
C 0.125 -2.369 0.555
C 1.654 -2.296 0.456
C 2.146 -1.822 -0.894
O 3.018 -2.381 -1.531
N 1.527 -0.694 -1.316
C 1.995 0.006 -2.489
C 2.707 1.319 -2.116
C 3.683 1.070 -1.000
C 4.816 0.299 -1.210
C 5.678 -0.011 -0.173
C 5.414 0.452 1.111
O 6.182 0.199 2.209
C 7.315 -0.621 2.058
C 4.286 1.243 1.327
C 3.436 1.543 0.284
C 0.464 -0.136 -0.521
H -6.336 -3.169 0.246
H -6.984 -1.680 1.088
H -4.056 -2.347 0.517
H -5.447 -0.017 1.959
H -3.853 -0.688 2.364
H -4.305 2.190 1.875
H -2.740 1.409 2.173
H -3.379 3.440 -0.020
H -0.952 3.664 -0.122
H -0.773 2.290 1.078
H -5.350 1.827 -0.365
H -5.569 0.103 -0.688
H -4.488 0.782 -2.720
H -3.458 1.943 -1.868
H -1.958 0.112 -2.047
H -3.260 -1.089 -1.854
H -0.945 -1.626 -1.169
H -0.218 -3.331 0.174
H -0.165 -2.297 1.606
H 2.040 -1.586 1.192
H 2.097 -3.269 0.665
H 2.694 -0.671 -2.983
H 1.154 0.208 -3.163
H 3.221 1.697 -3.002
H 1.973 2.064 -1.803
H 5.030 -0.080 -2.198
H 6.542 -0.622 -0.379
H 8.049 -0.173 1.379
H 7.751 -0.706 3.052
H 7.044 -1.617 1.695
H 4.096 1.605 2.325
H 2.567 2.158 0.471
H 0.005 0.686 -1.074
H 0.844 0.258 0.429

***

## two
64
Properties=species:S:1:pos:R:3 method="wB97M-V/def2-TZVPD" smiles="Cc1cc(C(C)(C)C)oc1C(=O)N(CC(=O)NC1CCCC1)c1c(C)cccc1C" gap_ev=9.1
C 4.056 3.154 0.254
C 3.586 1.755 0.092
C 4.381 0.588 0.209
C 3.558 -0.479 -0.010
C 3.798 -1.962 -0.001
C 5.299 -2.255 -0.024
C 3.172 -2.544 1.275
C 3.123 -2.583 -1.229
O 2.305 -0.051 -0.244
C 2.311 1.308 -0.182
C 1.100 2.097 -0.426
O 1.154 3.301 -0.629
N -0.089 1.428 -0.455
C -1.291 2.191 -0.754
C -2.437 1.824 0.188
O -2.622 2.381 1.249
N -3.228 0.837 -0.275
C -4.367 0.321 0.455
C -4.092 -1.094 1.010
C -5.050 -2.042 0.276
C -5.456 -1.280 -0.983
C -5.570 0.158 -0.485
C -0.260 0.054 -0.135
C -0.244 -0.346 1.206
C 0.016 0.645 2.296
C -0.463 -1.684 1.499
C -0.700 -2.605 0.492
C -0.698 -2.199 -0.829
C -0.472 -0.868 -1.161
C -0.430 -0.452 -2.602
H 4.447 3.305 1.260
H 4.858 3.362 -0.452
H 3.236 3.843 0.077
H 5.430 0.565 0.421
H 5.781 -1.861 0.867
H 5.464 -3.329 -0.057
H 5.763 -1.806 -0.899
H 3.632 -2.105 2.157
H 2.105 -2.334 1.298
H 3.318 -3.621 1.306
H 3.269 -3.661 -1.232
H 2.056 -2.374 -1.215
H 3.547 -2.172 -2.143
H -1.031 3.244 -0.611
H -1.596 2.036 -1.796
H -2.976 0.349 -1.120
H -4.555 1.045 1.250
H -3.055 -1.362 0.814
H -4.243 -1.129 2.087
H -5.934 -2.229 0.887
H -4.584 -2.999 0.052
H -4.673 -1.359 -1.740
H -6.385 -1.649 -1.414
H -5.558 0.895 -1.286
H -6.494 0.279 0.081
H -0.723 1.445 2.272
H -0.027 0.161 3.269
H 0.998 1.100 2.177
H -0.456 -2.007 2.530
H -0.874 -3.642 0.739
H -0.863 -2.920 -1.617
H -1.426 -0.208 -2.975
H -0.040 -1.262 -3.214
H 0.206 0.421 -2.733

***

Which of them is most stable? Easy: two.